{
  "formula": "C43H117N7O12",
  "method": "the ωB97M-V functional and the def2-TZVPD basis",
  "elements": ["C", "C", "C", "O", "H", "H", "H", "H", "H", "H", "H", "H", "C", "C", "C", "O", "H", "H", "H", "H", "H", "H", "H", "H", "C", "C", "C", "O", "H", "H", "H", "H", "H", "H", "H", "H", "C", "C", "C", "O", "H", "H", "H", "H", "H", "H", "H", "H", "C", "C", "C", "O", "H", "H", "H", "H", "H", "H", "H", "H", "C", "C", "C", "O", "C", "N", "H", "H", "H", "H", "H", "H", "H", "H", "H", "H", "H", "C", "C", "C", "O", "C", "N", "H", "H", "H", "H", "H", "H", "H", "H", "H", "H", "H", "C", "C", "C", "O", "C", "N", "H", "H", "H", "H", "H", "H", "H", "H", "H", "H", "H", "C", "C", "C", "O", "C", "N", "H", "H", "H", "H", "H", "H", "H", "H", "H", "H", "H", "C", "C", "C", "O", "C", "N", "H", "H", "H", "H", "H", "H", "H", "H", "H", "H", "H", "C", "C", "C", "O", "C", "N", "H", "H", "H", "H", "H", "H", "H", "H", "H", "H", "H", "C", "C", "C", "O", "C", "N", "H", "H", "H", "H", "H", "H", "H", "H", "H", "H", "H"],
  "xyz": [[14.532, 18.549, 12.108], [15.717, 18.744, 11.203], [16.792, 17.684, 11.370], [15.265, 18.656, 9.825], [14.791, 18.924, 13.121], [14.272, 17.498, 12.071], [13.643, 19.067, 11.753], [16.139, 19.790, 11.330], [16.340, 16.705, 11.439], [17.308, 17.824, 12.343], [17.568, 17.663, 10.610], [14.779, 17.830, 9.747], [15.981, 16.718, 15.175], [16.034, 15.282, 15.653], [16.578, 15.152, 17.090], [14.635, 14.821, 15.397], [15.744, 16.742, 14.081], [16.887, 17.313, 15.306], [15.197, 17.173, 15.746], [16.703, 14.702, 15.036], [16.442, 14.103, 17.459], [15.938, 15.702, 17.817], [17.589, 15.480, 17.236], [14.573, 13.921, 15.818], [17.879, 10.539, 18.804], [18.309, 11.288, 17.505], [19.598, 12.109, 17.774], [18.565, 10.388, 16.418], [17.958, 11.274, 19.609], [18.664, 9.809, 19.022], [16.874, 10.157, 18.748], [17.618, 12.010, 17.116], [19.971, 12.283, 16.746], [20.381, 11.709, 18.418], [19.342, 13.108, 18.150], [19.453, 10.036, 16.365], [13.237, 17.177, 18.627], [12.453, 18.215, 19.385], [11.113, 18.649, 18.765], [12.290, 17.854, 20.705], [13.353, 17.384, 17.560], [12.813, 16.154, 18.725], [14.231, 17.160, 19.024], [13.035, 19.148, 19.327], [10.423, 17.781, 18.603], [11.265, 19.022, 17.761], [10.665, 19.380, 19.383], [11.839, 17.014, 20.668], [17.821, 14.357, 12.270], [17.574, 13.256, 11.215], [18.872, 12.537, 10.820], [16.698, 12.285, 11.707], [18.229, 13.863, 13.135], [16.842, 14.759, 12.564], [18.449, 15.177, 11.944], [17.075, 13.705, 10.341], [19.343, 12.211, 11.750], [19.644, 13.108, 10.318], [18.705, 11.706, 10.127], [16.907, 11.981, 12.600], [13.365, 15.116, 11.733], [12.835, 13.751, 12.097], [12.303, 13.036, 10.815], [11.410, 13.902, 10.160], [11.190, 13.612, 8.825], [13.799, 12.938, 12.743], [14.136, 14.994, 10.969], [13.785, 15.643, 12.562], [12.475, 15.642, 11.450], [12.082, 13.882, 12.868], [11.907, 12.024, 11.033], [13.188, 12.889, 10.211], [12.136, 13.395, 8.313], [10.595, 14.475, 8.437], [10.564, 12.687, 8.773], [14.744, 13.025, 12.361], [13.946, 13.236, 13.723], [12.552, 23.232, 15.292], [13.619, 22.149, 15.216], [13.057, 21.053, 16.118], [13.964, 19.974, 16.131], [15.013, 20.169, 17.021], [13.801, 21.695, 13.862], [11.615, 22.889, 14.940], [12.922, 24.122, 14.763], [12.347, 23.528, 16.360], [14.499, 22.485, 15.754], [12.101, 20.703, 15.667], [12.852, 21.398, 17.167], [15.792, 20.892, 16.756], [15.558, 19.193, 17.109], [14.596, 20.369, 18.019], [14.513, 22.166, 13.316], [13.865, 20.698, 13.748], [14.591, 17.682, 24.065], [15.351, 17.040, 22.957], [14.755, 15.756, 22.380], [15.697, 15.244, 21.372], [15.164, 14.235, 20.570], [15.534, 18.049, 21.840], [15.190, 18.469, 24.466], [14.314, 16.951, 24.855], [13.604, 18.084, 23.764], [16.349, 16.822, 23.400], [13.795, 15.920, 21.846], [14.617, 15.043, 23.192], [14.748, 13.379, 21.171], [15.912, 13.855, 19.906], [14.358, 14.553, 19.929], [14.620, 18.367, 21.534], [15.965, 17.500, 21.084], [16.038, 9.292, 14.037], [15.684, 10.708, 14.414], [15.012, 10.733, 15.767], [14.870, 11.999, 16.347], [14.464, 11.897, 17.668], [16.915, 11.518, 14.402], [15.243, 8.531, 14.108], [16.852, 8.871, 14.647], [16.475, 9.280, 13.045], [15.009, 11.055, 13.622], [15.759, 10.230, 16.424], [14.066, 10.159, 15.893], [15.348, 11.566, 18.243], [13.563, 11.246, 17.828], [14.180, 12.896, 18.031], [17.585, 11.010, 14.978], [16.727, 12.335, 14.978], [22.765, 18.387, 19.244], [22.662, 16.901, 19.513], [21.202, 16.395, 19.365], [20.527, 16.642, 20.594], [19.232, 16.127, 20.576], [23.578, 16.133, 18.629], [21.896, 18.773, 19.736], [22.746, 18.607, 18.175], [23.656, 18.841, 19.722], [22.802, 16.809, 20.606], [21.146, 15.330, 19.094], [20.703, 17.007, 18.548], [19.169, 15.039, 20.292], [18.661, 16.674, 19.811], [18.793, 16.197, 21.547], [23.838, 15.245, 18.968], [24.457, 16.629, 18.582], [12.066, 16.899, 14.636], [10.729, 16.393, 15.034], [10.997, 15.485, 16.205], [9.854, 14.821, 16.623], [9.467, 13.693, 15.866], [9.836, 17.494, 15.418], [12.883, 16.240, 14.875], [12.293, 17.766, 15.275], [12.086, 17.248, 13.595], [10.180, 15.868, 14.261], [11.304, 16.126, 17.063], [11.780, 14.765, 15.943], [8.955, 13.892, 14.943], [8.762, 13.194, 16.501], [10.318, 13.042, 15.645], [8.948, 17.191, 15.840], [10.241, 18.065, 16.153], [20.006, 14.987, 15.338], [21.289, 15.544, 14.708], [21.341, 17.042, 14.652], [20.375, 17.598, 13.805], [20.540, 18.998, 13.715], [22.446, 15.081, 15.500], [19.847, 13.934, 15.120], [19.121, 15.560, 14.949], [20.068, 15.147, 16.436], [21.400, 15.162, 13.704], [22.325, 17.337, 14.256], [21.179, 17.511, 15.632], [19.826, 19.443, 12.969], [21.517, 19.395, 13.422], [20.281, 19.455, 14.687], [23.256, 15.034, 14.913], [22.498, 15.406, 16.427]],
  "molar_mass_g_mol": 924.45,
  "homo_energy_ev": -8.54,
  "homo_lumo_gap_ha": 0.328,
  "smiles": "COC[C@H](C)N.COC[C@H](C)N.COC[C@H](C)N.COC[C@H](C)N.COC[C@H](C)N.COC[C@H](C)N.COC[C@H](C)N.CC(C)O.CC(C)O.CC(C)O.CC(C)O.CC(C)O",
  "max_force_ev_per_a": 2.89,
  "total_charge": 0
}